[1]
The following is a quantum chemistry calculation of 2 unconnected molecules or ions with the total composition C3H13N2O at a distorted geometry, from the OMol25 dataset.

Structure (XYZ):
```
19
Properties=species:S:1:pos:R:3:forces:R:3
N 1.211929 0.530895 -0.865298 -1.25 0.32 -0.25
C -0.131611 1.174952 -1.249515 1.46 -0.09 0.35
C -1.225451 0.714739 -0.279265 -0.88 -0.53 0.25
N -0.738880 -0.253191 0.718982 0.35 2.29 0.14
C -1.089297 0.098414 2.096327 0.32 0.18 0.87
H 1.848518 0.442553 -1.633406 0.53 0.46 -0.70
H 1.616964 1.092856 -0.124439 0.27 -0.50 0.27
H 1.039587 -0.435813 -0.599317 0.11 -0.42 0.95
H 0.099631 2.228149 -1.127845 -0.46 0.21 -0.47
H -0.264323 0.895455 -2.288482 -0.40 0.21 -0.04
H -1.707150 1.551761 0.221327 0.44 0.33 0.06
H -2.071029 0.291919 -0.828215 0.27 -0.13 -0.31
H -1.177063 -1.100641 0.540173 -0.69 -1.91 -0.43
H -2.143814 -0.010021 2.356143 -0.09 -0.38 -0.18
H -0.875998 1.128057 2.392835 0.35 0.09 -0.61
H -0.467020 -0.503660 2.756726 -0.28 -0.18 0.13
H 2.572916 -2.562108 -0.204022 0.37 0.93 0.00
H 1.536356 -3.072012 -1.003357 -0.62 0.33 -0.76
O 1.965734 -2.212304 -0.879354 0.20 -1.20 0.75
```
Forces are in eV/Å.

As for the frontier orbital gap: 0.379 Eh. The charge is +1. As for the multiplicity: 1. The LUMO energy comes out at -3.1 eV.

[2]
The following is a quantum chemistry calculation of 2 unconnected molecules or ions with the total composition C3H13N2O at a distorted geometry, from the OMol25 dataset.

Structure (XYZ):
```
19
Properties=species:S:1:pos:R:3:forces:R:3
C 0.650473 1.247652 -0.362946 0.88 2.40 0.79
C 0.302513 0.575835 -1.682890 -3.90 1.32 2.37
C -0.839386 -0.474232 -1.564447 -1.67 1.20 -2.14
N -0.592557 -1.649100 -0.703229 0.95 -0.04 -0.86
N 1.074124 0.155322 0.665067 -1.45 -0.80 -3.43
H -0.175368 1.958018 0.067894 1.28 -1.89 -0.60
H 1.535647 1.956247 -0.498157 -1.09 -0.98 0.16
H 1.061042 0.090161 -2.057309 4.76 -2.70 -1.60
H 0.126668 1.280714 -2.494017 -0.69 0.30 0.35
H -1.748925 0.097542 -1.185006 0.82 -1.07 -0.85
H -0.917799 -0.910741 -2.635535 -0.76 1.24 1.52
H 0.045837 -2.169208 -1.338424 -0.76 -0.52 1.11
H -1.491884 -2.193858 -0.586874 1.61 0.77 0.00
H 0.518499 -0.769736 0.048166 0.22 0.99 3.06
H 2.063942 -0.044133 0.614518 0.29 0.27 0.01
H 0.794721 0.394676 1.620341 -0.61 -0.47 -0.08
H 0.077694 0.310060 3.684531 -1.14 -0.36 -0.49
H -1.010592 -0.554515 2.813212 1.04 1.91 0.86
O -0.616507 0.364462 2.984436 0.21 -1.56 -0.17
```
Forces are in eV/Å.

As for the frontier orbital gap: 0.418 Eh. The charge is +1. As for the multiplicity: 1. The LUMO energy comes out at -3.0 eV.

[3]
The following is a quantum chemistry calculation of 2 unconnected molecules or ions with the total composition C3H13N2O at a distorted geometry, from the OMol25 dataset.

Structure (XYZ):
```
19
Properties=species:S:1:pos:R:3:forces:R:3
C -0.443440 1.514668 0.176531 1.41 -1.15 -2.74
C -0.971700 0.140846 -0.582583 -1.48 3.43 0.74
C -0.537765 -1.124639 0.072618 -0.70 -3.23 -3.02
N -0.828795 -1.065373 1.527844 -2.73 1.38 1.79
N 0.646927 1.107874 1.101715 2.26 0.24 -1.95
H -1.224410 2.035135 0.715078 -0.19 -0.13 0.16
H -0.140459 2.193099 -0.733951 -0.30 -0.90 2.01
H -2.088374 0.375943 -0.457297 1.17 -1.22 -0.76
H -0.664237 0.179542 -1.649095 -0.40 -0.22 0.87
H -1.131074 -2.050730 -0.412698 0.80 2.13 1.37
H 0.495990 -1.427506 -0.333020 -0.98 0.85 1.88
H -1.710770 -0.265436 1.723526 2.84 -3.34 -0.80
H -0.074570 -0.563374 2.007167 0.49 0.22 -0.18
H -1.017763 -1.984535 2.025279 0.02 1.39 -0.96
H 1.004011 1.911830 1.604178 -0.20 0.19 0.23
H 1.518939 0.854364 0.487710 -2.12 0.33 1.37
H 2.333285 -1.184625 -2.382383 -0.37 1.01 -0.06
H 1.829732 0.314062 -2.543448 0.53 0.73 -0.96
O 1.732526 -0.483816 -2.057169 -0.08 -1.72 1.02
```
Forces are in eV/Å.

As for the frontier orbital gap: 0.381 Eh. The charge is +1. As for the multiplicity: 1. The LUMO energy comes out at -3.5 eV.

[4]
The following is a quantum chemistry calculation of 2 unconnected molecules or ions with the total composition C3H13N2O at a distorted geometry, from the OMol25 dataset.

Structure (XYZ):
```
19
Properties=species:S:1:pos:R:3:forces:R:3
C -0.857627 0.838315 -0.657349 -2.40 0.23 -3.03
N -0.428217 2.053050 -1.404210 1.52 -1.45 0.13
C 0.178487 -0.343159 -0.702986 -1.51 4.34 1.68
N 1.092344 0.230577 0.361754 2.69 2.74 -0.82
C 1.902540 -0.826120 0.942173 2.87 -1.64 2.95
H -1.179410 1.307577 0.272334 0.32 -1.33 0.77
H -1.790208 0.459695 -1.139974 0.40 0.00 0.42
H 0.071726 1.696203 -2.217899 -0.48 0.83 -0.31
H -1.216195 2.638790 -1.654877 0.19 -0.14 -0.14
H -0.269589 -1.212867 -0.312114 -0.38 -0.98 0.49
H 0.687118 -0.516355 -1.657468 0.06 0.34 0.38
H 0.768683 1.053994 1.010970 -0.86 -2.97 -0.42
H 1.674339 1.019144 -0.083502 -0.07 -2.04 -0.43
H 1.811732 -1.864142 0.581268 -0.40 0.93 -1.21
H 3.035520 -0.661821 1.050540 -1.82 0.38 -0.53
H 1.580087 -1.060552 1.962705 -0.14 0.75 0.08
H -2.683060 -1.329509 0.589328 0.05 0.34 -0.27
H -2.391858 -2.077312 1.808884 0.34 -0.10 0.45
O -1.986411 -1.405507 1.250423 -0.38 -0.24 -0.17
```
Forces are in eV/Å.

As for the frontier orbital gap: 0.379 Eh. The charge is +1. As for the multiplicity: 1. The LUMO energy comes out at -3.1 eV.

[5]
The following is a quantum chemistry calculation of 2 unconnected molecules or ions with the total composition C3H13N2O at a distorted geometry, from the OMol25 dataset.

Structure (XYZ):
```
19
Properties=species:S:1:pos:R:3:forces:R:3
C -0.387618 -0.642291 1.528217 0.50 -2.86 0.98
C -1.425188 -0.585246 0.493658 -2.85 -1.10 -2.23
C -1.106747 -1.301934 -0.865203 -0.51 -0.05 -0.33
N 0.214338 -0.938312 -1.380405 2.19 -3.27 1.26
N 0.769008 0.263524 1.170544 -1.68 1.61 -1.27
H -0.009322 -1.727272 1.414821 0.01 1.63 0.86
H -0.830243 -0.514911 2.561695 1.03 0.29 -1.15
H -1.673400 0.420592 0.298399 -0.51 1.49 -0.27
H -2.417377 -1.090761 0.760017 1.44 0.81 0.41
H -1.168587 -2.364131 -0.596181 0.37 0.06 -0.44
H -1.879318 -1.150358 -1.704794 0.73 0.02 1.68
H 0.158426 -0.230180 -2.062997 0.29 0.49 -1.12
H 0.849172 -1.806076 -1.647611 -2.05 2.72 0.23
H 1.401525 0.415148 1.941832 0.53 -0.25 0.12
H 1.174101 -0.196239 0.285733 -0.41 0.92 0.75
H 0.407953 1.270907 0.882650 1.07 -2.48 0.39
H 2.253352 2.792712 -1.183637 -0.12 0.46 -0.18
H 0.780231 3.282776 -0.814006 0.51 0.27 -0.38
O 1.448423 2.599767 -0.700865 -0.53 -0.77 0.67
```
Forces are in eV/Å.

As for the frontier orbital gap: 0.387 Eh. The charge is +1. As for the multiplicity: 1. The LUMO energy comes out at -3.0 eV.

[6]
The following is a quantum chemistry calculation of 2 unconnected molecules or ions with the total composition C3H13N2O at a distorted geometry, from the OMol25 dataset.

Structure (XYZ):
```
19
Properties=species:S:1:pos:R:3:forces:R:3
N 0.865384 0.973307 -0.225573 0.02 -0.72 -0.94
C 0.613832 0.421261 -1.607046 -0.11 0.20 -0.25
C 0.804439 -1.095002 -1.714475 1.23 1.00 1.05
N -0.022756 -1.882676 -0.876145 -1.51 -0.99 -2.21
H 0.307910 0.470894 0.534349 0.05 0.60 0.56
H 1.862885 0.909673 -0.012740 0.02 0.13 0.27
H 0.603721 1.960139 -0.220766 0.04 0.11 0.18
H -0.362167 0.752952 -1.956378 -0.20 -0.10 0.24
H 1.326375 0.892672 -2.279998 0.11 -0.07 -0.07
H 0.663439 -1.413211 -2.767155 -0.28 -0.21 -0.08
H 1.854754 -1.350034 -1.521304 -0.01 -0.24 -0.04
H -1.035536 -1.677265 -0.918318 0.23 0.35 0.77
H 0.079066 -2.909457 -0.943274 0.57 0.17 0.65
C -1.643813 1.149117 2.039340 0.40 0.20 0.41
O -0.447391 0.310918 2.002899 -0.32 -0.35 -0.93
H -1.361571 2.127052 1.667563 0.06 0.10 -0.25
H -2.440669 0.719993 1.442152 -0.16 0.00 0.03
H -1.935279 1.308195 3.073150 -0.19 -0.25 0.03
H -0.737915 -0.604616 2.100416 0.06 0.07 0.57
```
Forces are in eV/Å.

As for the frontier orbital gap (alpha / beta): 0.412 / 0.197 Eh. The charge is +2. As for the multiplicity: 2. The expectation value of S² is 0.7542. The LUMO energy (alpha / beta) comes out at -7.6 / -13.4 eV.

[7]
The following is a quantum chemistry calculation of 3 unconnected molecules or ions with the total composition C3H13N2O2S, from the OMol25 dataset.

Structure (XYZ):
```
21
Properties=species:S:1:pos:R:3:forces:R:3
C -0.666253 -0.773757 -0.489740 0.16 0.06 0.13
C -1.405670 0.356177 -1.188911 -0.56 -0.62 0.09
S -3.214203 0.142336 -1.031633 -0.03 -0.04 0.28
N 0.803497 -0.696394 -0.661330 -0.77 0.38 -0.45
C 1.550705 -1.166544 0.473344 0.55 -0.57 0.39
N 1.681554 -0.187814 1.546788 -0.32 0.02 -0.13
H -0.850533 -0.724845 0.581098 -0.09 0.09 0.08
H -1.079880 -1.737307 -0.819283 0.12 0.10 -0.08
H -1.162712 0.279602 -2.253201 0.23 0.45 -0.01
H -1.128962 1.319640 -0.751181 0.30 -0.07 -0.29
H 1.065234 -1.142483 -1.529693 0.19 -0.13 0.09
H 2.555465 -1.444263 0.137786 -0.01 0.15 -0.01
H 1.124583 -2.094010 0.901817 -0.04 0.29 0.00
H 2.020117 0.676707 1.135362 0.15 0.00 -0.01
H 0.752992 0.049194 1.895666 0.08 -0.15 0.05
H 1.957358 2.175410 -1.964571 -0.20 -0.10 -0.14
H 1.275797 1.177072 -0.957674 0.33 -0.02 -0.26
O 1.908899 1.928548 -1.041296 0.03 0.08 0.41
H -2.450583 1.411193 2.089089 -0.19 -0.13 -0.43
H -2.521005 -0.060505 1.601152 -0.29 0.57 -0.30
O -2.216401 0.512052 2.326417 0.37 -0.38 0.59
```
Forces are in eV/Å.

As for the frontier orbital gap: 0.236 Eh. The charge is -1. As for the multiplicity: 1. The LUMO energy comes out at 3.5 eV.

[8]
The following is a quantum chemistry calculation of 3 unconnected molecules or ions with the total composition C3H13N2O3 at a distorted geometry, from the OMol25 dataset.

Structure (XYZ):
```
21
Properties=species:S:1:pos:R:3:forces:R:3
N -1.042748 -0.089471 1.187732 0.61 -7.08 2.17
C 0.216295 -0.937525 0.901928 0.01 -0.95 0.01
C 1.126215 -0.350962 -0.187404 -0.80 -0.05 -0.11
N 1.792675 -1.215250 -1.010118 0.61 -1.65 0.56
C 1.932781 -2.752999 -1.009557 0.29 2.02 1.92
O 1.093270 0.862501 -0.265420 1.01 -0.55 -0.17
H -0.876494 0.793639 1.457092 1.07 4.51 0.37
H -1.436991 -0.563382 2.085144 0.46 1.01 -1.86
H -1.761800 -0.187282 0.522652 -1.31 0.57 -1.33
H 0.734269 -0.927794 1.858367 0.37 0.01 -0.10
H -0.007599 -2.019342 0.697517 -0.57 1.22 0.28
H 2.662417 -0.930450 -1.396300 0.27 1.51 -0.45
H 0.945294 -3.072643 -0.768169 -0.64 -1.09 -0.80
H 2.549217 -3.091371 -0.133580 -0.17 0.37 -0.96
H 2.414100 -3.014279 -1.965810 -0.78 -0.16 0.51
H -3.590985 1.083649 -0.510642 -0.03 -0.83 0.92
H -3.637446 1.834623 0.732598 0.06 -0.88 0.47
O -3.553191 0.890365 0.463638 0.02 1.72 -1.51
H 0.247925 3.116880 0.364089 -2.41 -0.49 -1.35
H 0.245521 2.958980 -1.067604 -1.54 -0.35 0.23
O -0.463663 2.922226 -0.366776 3.49 1.15 1.21
```
Forces are in eV/Å.

As for the frontier orbital gap: 0.380 Eh. The charge is +1. As for the multiplicity: 1. The LUMO energy comes out at -3.4 eV.